Here is an isolated molecule of C3H6N2O at a distorted geometry from OMol25. Energies are from wB97M-V/def2-TZVPD.

The geometry in XYZ format:
```
12
Properties=species:S:1:pos:R:3:lowdin_charge:R:1
C 0.51 -1.05 0.01 -0.136
C 1.85 -0.33 -0.12 -0.151
C 1.14 1.01 0.04 -0.117
H 0.44 -1.65 1.09 0.168
H 0.07 -1.67 -0.76 0.097
H 2.46 -0.68 0.79 0.128
H 2.55 -0.35 -0.85 0.059
H 1.03 1.81 -0.72 0.115
H 1.19 1.50 1.10 0.137
N -1.48 0.62 -0.01 -0.063
N -0.18 0.27 -0.02 -0.166
O -2.14 -0.38 -0.01 -0.072
```

Output
**E**: -302.51100 a.u.
**Energy relative to the best compared isomer or geometry (same formula, charge and spin)**: 114.3 kcal per mole
**SMILES**: O=NN1CCC1
**HOMO-LUMO gap**: 9.993 eV



Here is a cluster of 2 separate species, CH4O3 in total from OMol25. Energies are from wB97M-V/def2-TZVPD.

The geometry in XYZ format:
```
8
Properties=species:S:1:pos:R:3:lowdin_charge:R:1
C -1.36 -0.28 0.27 -0.444
O -1.98 0.89 0.11 0.077
O -1.56 -1.25 -0.39 0.074
O 1.33 -0.73 -0.07 -0.053
H -0.65 -0.21 1.11 0.132
H -2.64 0.81 -0.61 0.126
H 2.16 -1.12 -0.37 0.047
H 1.23 0.10 -0.54 0.041
```

Output
**E**: -266.22169 a.u.
**Energy relative to the best compared isomer or geometry (same formula, charge and spin)**: 9.0 kcal per mole
**SMILES**: O=CO.O
**HOMO-LUMO gap**: 11.284 eV



Here is a cluster of 8 separate species, C20H9BrCl31NO3 in total from OMol25. Energies are from wB97M-V/def2-TZVPD.

The geometry in XYZ format:
```
65
Properties=species:S:1:pos:R:3:lowdin_charge:R:1
C -1.87 -3.78 0.01 -0.118
O -1.20 -3.73 -1.23 -0.220
C -0.59 -2.51 -1.52 -0.171
C 0.52 -2.09 -0.57 -0.070
C 0.69 -0.74 -0.23 -0.253
C -0.21 0.27 -0.83 -0.723
Cl 0.49 1.13 -2.18 0.740
C -1.48 0.54 -0.51 -0.769
C -2.40 1.45 -1.27 -0.162
Cl -2.15 -0.25 0.88 0.749
C 1.74 -0.33 0.60 -0.584
Br 1.88 1.48 1.10 0.798
C 2.67 -1.23 1.09 -0.612
Cl 3.98 -0.76 2.10 0.741
C 2.53 -2.56 0.72 -0.103
C 1.47 -2.99 -0.09 -0.011
C 1.68 -4.48 -0.28 -0.334
O 0.91 -5.35 -0.51 0.173
N 3.09 -4.76 0.05 0.137
C 3.40 -3.73 1.03 -0.387
O 4.13 -3.89 1.96 0.144
H -2.22 -4.81 0.13 0.090
H -2.73 -3.11 0.01 0.052
H -1.20 -3.56 0.85 0.091
H -0.16 -2.62 -2.52 0.153
H -1.34 -1.72 -1.59 0.094
H -2.16 2.50 -1.06 0.032
H -3.43 1.25 -0.98 0.072
H -2.30 1.27 -2.34 0.061
H 3.60 -4.49 -0.79 0.148
C 4.10 2.98 4.63 -2.034
Cl 2.88 1.72 4.72 0.493
Cl 3.33 4.57 4.74 0.517
Cl 5.25 2.80 5.96 0.524
Cl 4.97 2.87 3.09 0.488
C -0.74 4.99 1.52 -2.030
Cl 0.95 5.12 2.01 0.512
Cl -1.00 5.92 0.03 0.521
Cl -1.13 3.30 1.22 0.555
Cl -1.78 5.62 2.80 0.543
C -5.10 4.77 -3.03 -2.059
Cl -3.98 5.45 -1.85 0.504
Cl -6.64 4.41 -2.23 0.527
Cl -5.37 5.94 -4.33 0.529
Cl -4.42 3.29 -3.70 0.529
C 7.32 5.29 1.11 -2.063
Cl 8.51 6.05 0.05 0.529
Cl 5.72 5.98 0.79 0.517
Cl 7.27 3.55 0.79 0.502
Cl 7.75 5.57 2.80 0.521
C 0.81 1.59 8.55 -2.057
Cl -0.17 1.54 7.08 0.512
Cl 2.49 1.93 8.12 0.500
Cl 0.20 2.87 9.61 0.524
Cl 0.71 0.04 9.38 0.526
C -4.90 -4.06 -2.97 -2.038
Cl -4.22 -2.49 -2.49 0.543
Cl -3.67 -5.31 -2.77 0.560
Cl -6.30 -4.42 -1.96 0.533
Cl -5.38 -3.98 -4.67 0.509
C -2.95 -4.86 -8.21 -2.061
Cl -1.54 -4.20 -9.04 0.523
Cl -4.34 -3.80 -8.46 0.511
Cl -3.32 -6.46 -8.86 0.526
Cl -2.62 -4.99 -6.48 0.502
```

Output
**E**: -17887.85067 a.u.
**SMILES**: COCc1c2c(c(Cl)c(Br)c1/C(Cl)=C(/C)Cl)C(=O)NC2=O.ClC(Cl)(Cl)Cl.ClC(Cl)(Cl)Cl.ClC(Cl)(Cl)Cl.ClC(Cl)(Cl)Cl.ClC(Cl)(Cl)Cl.ClC(Cl)(Cl)Cl.ClC(Cl)(Cl)Cl
**HOMO-LUMO gap**: 8.839 eV



Here is a structure of composition C16H21BrGeINPtS at a distorted geometry from OMol25. Energies are from wB97M-V/def2-TZVPD.

The geometry in XYZ format:
```
43
Properties=species:S:1:pos:R:3:lowdin_charge:R:1
Pt -1.21 -0.95 -1.55 0.360
C -1.05 3.94 0.87 -0.041
C -0.31 3.07 -0.10 -0.245
C 0.95 3.41 -0.58 -0.028
C 1.61 2.56 -1.45 -0.109
C 0.98 1.37 -1.80 -0.760
Br 1.86 0.16 -2.97 0.687
N -0.21 1.02 -1.35 -0.183
C -0.84 1.86 -0.52 -0.127
H -0.86 5.00 0.67 0.087
H -0.71 3.72 1.88 0.016
H -2.12 3.76 0.82 0.086
H 1.43 4.32 -0.25 0.119
H 2.59 2.78 -1.83 0.092
H -1.80 1.52 -0.16 0.105
I -2.43 0.11 -3.73 -0.308
S 2.55 4.92 3.29 0.253
C 1.46 3.57 3.14 -0.831
C 0.14 3.60 3.63 -0.205
C -0.74 2.55 3.41 -0.170
C -0.35 1.41 2.72 -0.133
C 0.96 1.34 2.26 -0.116
C 1.84 2.39 2.46 -0.160
H -0.19 4.49 4.16 0.087
H -1.76 2.62 3.79 0.099
H -1.05 0.60 2.52 0.095
H 1.27 0.47 1.69 0.102
H 2.84 2.35 2.04 0.085
C 1.00 -3.69 -2.66 -0.269
Ge -0.46 -4.17 -1.45 0.633
C -1.65 -5.39 -2.45 -0.248
C 0.31 -5.25 0.02 -0.253
C -1.42 -2.63 -0.79 -0.619
H 1.50 -4.57 -3.07 0.001
H 1.73 -3.08 -2.13 -0.008
H 0.60 -3.08 -3.47 0.001
H -1.10 -6.25 -2.83 -0.002
H -2.09 -4.86 -3.30 0.009
H -2.46 -5.75 -1.82 0.000
H 0.83 -6.13 -0.37 -0.002
H -0.48 -5.59 0.70 -0.001
H 1.02 -4.65 0.60 0.004
H -2.18 -2.87 -0.04 -0.103
```

Output
**E**: -6143.18713 a.u.
**Energy relative to the best compared isomer or geometry (same formula, charge and spin)**: 15.4 kcal per mole
**HOMO-LUMO gap**: 5.755 eV
**Charge**: -2



Here is a cluster of 4 separate species, C24H61N7O8P in total at a distorted geometry from OMol25. Energies are from wB97M-V/def2-TZVPD.

The geometry in XYZ format:
```
101
Properties=species:S:1:pos:R:3:lowdin_charge:R:1
N -0.17 -5.78 1.08 0.124
C 0.14 -5.06 0.10 -0.615
N 0.10 -5.58 -1.20 0.110
N 0.61 -3.73 0.16 0.010
C -0.29 -2.68 -0.37 -0.211
C -1.78 -2.99 -0.40 -0.213
C -2.56 -1.69 -0.68 -0.227
C -3.44 -1.25 0.50 -0.325
C -4.93 -1.63 0.42 -0.324
P -5.17 -3.31 0.09 0.428
N -4.45 -4.33 1.06 -0.211
O -4.77 -3.69 -1.50 -0.253
O -6.80 -3.56 0.07 -0.240
H -0.08 -5.23 1.93 0.037
H -0.79 -6.04 -1.31 0.091
H 0.12 -4.79 -1.85 0.072
H 0.93 -3.51 1.09 0.097
H 0.00 -2.38 -1.37 0.101
H -0.15 -1.82 0.28 0.107
H -1.95 -3.67 -1.22 0.089
H -2.15 -3.43 0.52 0.081
H -1.84 -0.90 -0.86 0.084
H -3.17 -1.76 -1.58 0.086
H -3.41 -0.16 0.49 0.055
H -2.99 -1.54 1.44 0.084
H -5.33 -1.08 -0.44 -0.007
H -5.17 -4.87 1.53 -0.063
H -5.41 -4.37 -1.78 0.035
H -7.13 -3.04 -0.68 0.044
C -2.41 5.44 -2.30 -0.108
O -3.81 5.64 -2.24 -0.189
C -4.48 5.59 -3.49 -0.224
C -5.29 4.32 -3.62 -0.221
N -4.42 3.16 -3.77 -0.052
C -5.08 1.86 -3.62 -0.195
C -5.73 1.54 -2.28 -0.225
O -4.82 1.36 -1.22 -0.188
C -4.36 2.54 -0.60 -0.093
H -2.00 5.70 -1.33 0.073
H -2.16 4.39 -2.50 0.073
H -1.94 6.07 -3.06 0.090
H -3.78 5.70 -4.33 0.119
H -5.16 6.45 -3.51 0.117
H -5.94 4.39 -4.50 0.119
H -5.93 4.25 -2.73 0.105
H -3.68 3.21 -3.09 0.062
H -4.32 1.10 -3.80 0.120
H -5.83 1.76 -4.41 0.114
H -6.24 0.58 -2.39 0.121
H -6.51 2.26 -2.00 0.112
H -5.13 3.32 -0.58 0.089
H -3.45 2.93 -1.07 0.063
H -4.11 2.29 0.43 0.089
C 3.52 1.31 0.12 -0.108
O 2.94 1.71 1.35 -0.183
C 3.63 2.73 2.03 -0.218
C 2.87 4.04 1.97 -0.216
N 2.88 4.59 0.62 -0.051
C 1.95 5.70 0.40 -0.201
C 0.45 5.43 0.59 -0.227
O -0.11 4.56 -0.38 -0.206
C 0.06 3.18 -0.13 -0.075
H 3.03 0.39 -0.19 0.083
H 3.37 2.06 -0.66 0.078
H 4.59 1.11 0.24 0.076
H 4.65 2.85 1.65 0.123
H 3.71 2.43 3.08 0.121
H 3.33 4.76 2.66 0.121
H 1.86 3.84 2.33 0.105
H 2.66 3.86 -0.03 0.064
H 2.09 6.03 -0.63 0.118
H 2.23 6.53 1.05 0.115
H -0.06 6.39 0.46 0.118
H 0.21 5.08 1.60 0.114
H 0.06 2.95 0.93 0.094
H 0.98 2.80 -0.59 0.072
H -0.77 2.65 -0.60 0.084
C 5.95 -4.10 4.69 -0.119
O 6.42 -4.61 3.45 -0.195
C 5.45 -5.37 2.73 -0.214
C 4.97 -4.64 1.50 -0.212
N 4.14 -3.50 1.85 -0.043
C 3.84 -2.59 0.75 -0.202
C 4.99 -1.89 0.04 -0.221
O 5.66 -0.91 0.83 -0.203
C 6.65 -1.42 1.71 -0.094
H 6.82 -3.74 5.24 0.086
H 5.26 -3.26 4.55 0.076
H 5.46 -4.88 5.28 0.087
H 4.62 -5.67 3.37 0.123
H 5.96 -6.29 2.40 0.120
H 4.37 -5.33 0.89 0.128
H 5.85 -4.35 0.92 0.104
H 4.60 -2.97 2.59 0.066
H 3.18 -1.82 1.15 0.117
H 3.25 -3.14 0.00 0.108
H 4.56 -1.34 -0.80 0.112
H 5.71 -2.59 -0.39 0.113
H 7.15 -2.30 1.31 0.088
H 6.22 -1.65 2.69 0.073
H 7.39 -0.63 1.86 0.086
```

Output
**E**: -2277.48734 a.u.
**HOMO-LUMO gap**: 4.900 eV
**Charge**: -1



Here is a structure of composition C27H48B2Br2F7N2O10S at a distorted geometry from OMol25. Energies are from wB97M-V/def2-TZVPD.

The geometry in XYZ format:
```
99
Properties=species:S:1:pos:R:3:lowdin_charge:R:1
C 1.44 0.07 3.39 -0.061
N 0.35 1.03 3.52 -0.117
C 0.70 2.46 3.43 -0.040
C -0.87 0.77 2.92 -0.427
O -1.84 1.40 3.26 0.073
C -1.10 -0.35 1.89 -0.011
C -1.30 0.13 0.43 -0.391
S -1.64 -1.31 -0.71 0.785
O -0.39 -1.93 -1.05 -0.303
O -2.56 -0.92 -1.73 -0.266
C -2.58 -2.72 0.13 -0.435
F -2.42 -2.80 1.46 0.114
F -2.01 -3.82 -0.41 0.093
C -4.10 -2.84 -0.20 -0.352
F -4.27 -3.12 -1.50 0.157
F -4.51 -3.93 0.51 0.129
C -5.02 -1.65 0.22 -0.535
F -6.15 -2.14 0.76 0.162
F -4.42 -0.90 1.14 0.195
F -5.36 -0.91 -0.83 0.186
O -2.44 0.91 0.42 -0.003
B -2.16 2.27 0.00 -1.129
Br -2.84 3.73 1.35 0.600
C -2.78 2.74 -1.40 -0.189
C -2.10 3.62 -2.24 -0.088
C -2.65 4.04 -3.45 -0.099
C -3.91 3.61 -3.83 -0.116
C -4.61 2.74 -2.99 -0.094
C -4.05 2.32 -1.80 -0.049
O -0.66 2.32 0.09 -0.042
C -0.18 1.10 -0.14 -0.521
Br 0.11 0.94 -2.20 0.837
B 1.35 0.85 0.16 -0.791
N 2.17 1.99 0.36 0.227
O 1.84 -0.45 0.19 0.090
H 1.58 -0.36 2.41 0.049
H 1.29 -0.76 4.08 0.087
H 2.38 0.54 3.68 0.086
H 0.23 2.95 2.58 0.075
H 0.39 2.98 4.34 0.082
H 1.78 2.57 3.36 0.069
H -2.05 -0.76 2.19 0.112
H -0.38 -1.16 1.92 0.122
H -1.12 3.97 -1.96 0.099
H -2.10 4.71 -4.10 0.090
H -4.35 3.94 -4.76 0.085
H -5.60 2.41 -3.28 0.091
H -4.61 1.66 -1.15 0.103
H 2.07 2.74 -0.31 0.070
H 3.14 1.80 0.57 0.088
H 2.48 -0.57 -0.53 0.105
C 0.22 -8.05 -2.43 -0.061
C 0.87 -7.07 -1.47 -0.496
C 0.08 -5.79 -1.34 -0.062
O 2.22 -6.80 -1.89 -0.066
H 0.16 -7.62 -3.43 0.084
H 0.81 -8.96 -2.49 0.056
H -0.79 -8.32 -2.11 0.081
H 0.97 -7.54 -0.49 0.135
H 0.01 -5.28 -2.31 0.090
H 0.56 -5.10 -0.65 0.085
H -0.93 -5.98 -0.98 0.074
H 2.16 -6.37 -2.76 0.085
C 1.69 5.55 -0.07 -0.045
C 2.32 5.93 1.26 -0.487
C 3.30 7.08 1.12 -0.065
O 2.95 4.79 1.86 -0.062
H 2.47 5.22 -0.77 0.082
H 0.98 4.74 0.06 0.072
H 1.17 6.40 -0.51 0.079
H 1.53 6.21 1.95 0.100
H 4.13 6.79 0.46 0.078
H 3.73 7.33 2.09 0.078
H 2.82 7.96 0.71 0.063
H 3.66 4.50 1.28 0.075
C -1.65 9.19 1.59 -0.061
C -0.71 7.99 1.68 -0.479
C -0.78 7.33 3.04 -0.050
O 0.63 8.39 1.38 -0.080
H -1.37 9.94 2.33 0.077
H -1.59 9.65 0.60 0.077
H -2.68 8.89 1.77 0.082
H -0.98 7.27 0.91 0.139
H -0.47 8.02 3.83 0.082
H -0.11 6.47 3.08 0.065
H -1.79 6.98 3.26 0.083
H 0.89 9.04 2.05 0.093
C 3.48 -10.77 -2.99 -0.061
C 4.62 -10.60 -1.99 -0.501
C 4.09 -10.34 -0.59 -0.058
O 5.48 -9.54 -2.40 -0.053
H 2.89 -9.85 -3.02 0.061
H 3.87 -10.95 -3.99 0.078
H 2.83 -11.59 -2.71 0.080
H 5.24 -11.49 -1.99 0.133
H 3.51 -9.42 -0.57 0.074
H 4.92 -10.22 0.11 0.078
H 3.46 -11.16 -0.25 0.078
H 4.96 -8.73 -2.40 0.085
```

Output
**E**: -8214.76001 a.u.
**HOMO-LUMO gap**: 7.495 eV
**Charge**: -1